DFT (wB97M-V/def2-TZVPD) results for a molecular structure, C28H26Cl6IrN2O2Se in a non-equilibrium geometry.

Last column: Löwdin spin population.
Cartesian coordinates (Å):
C: -0.952 3.427 2.855  0.00
C: -0.314 1.918 -3.857  0.00
C: -2.691 1.539 -0.135  0.05
Cl: 2.444 -0.988 3.272  -0.01
C: -3.999 1.262 0.247  0.00
Ir: 1.739 -0.788 -0.109  0.29
C: 3.820 -0.946 2.261  -0.02
Cl: 5.340 -1.120 4.496  0.00
C: -0.516 1.829 -0.292  0.02
H: -2.853 2.450 2.635  0.00
C: 5.107 -0.982 2.808  0.00
C: -1.421 -5.888 0.314  0.00
H: -0.138 2.586 -4.699  0.00
Cl: 7.378 -0.760 -0.490  0.00
C: 0.910 -5.249 0.068  0.00
C: -1.783 -4.556 0.338  0.00
C: 6.031 -0.824 0.553  0.00
C: -4.694 2.002 -1.962  0.04
Cl: 0.380 -7.887 0.125  0.00
Cl: 4.373 -0.679 -1.617  0.01
H: -0.605 -0.614 -2.989  0.00
H: 0.876 -0.328 -2.035  0.01
H: -3.184 2.662 -3.336  0.00
H: -1.994 0.170 2.075  0.00
N: -1.497 1.438 0.538  0.02
H: 1.729 1.224 -3.686  0.00
H: 0.694 3.031 -2.285  0.01
C: -0.327 2.792 -2.599  0.01
C: -1.224 -2.111 0.292  0.00
H: -0.838 3.730 -2.835  0.00
H: -2.172 -6.660 0.407  0.00
C: -1.825 2.171 2.873  0.00
C: 0.472 3.176 3.319  0.03
H: -6.015 1.308 -0.426  0.00
H: -4.228 0.863 1.220  0.00
C: -2.396 2.035 -1.423  0.05
H: 0.478 2.587 4.233  0.00
Cl: 7.789 -0.965 2.591  -0.02
C: 0.744 0.816 -3.921  0.00
H: 1.051 2.636 2.558  0.02
O: -2.384 -1.814 0.495  0.00
C: -0.804 -3.565 0.229  0.00
H: -0.947 3.884 1.860  0.00
H: -1.300 1.472 -3.995  0.00
H: 1.305 -3.145 -0.001  0.00
C: 3.597 -0.872 0.884  -0.02
C: -1.370 1.055 1.923  0.00
C: 0.464 -0.420 -3.069  0.02
C: -4.987 1.504 -0.686  0.04
C: -0.075 -6.237 0.174  0.00
C: 0.534 -3.924 0.089  0.00
H: 0.778 0.485 -4.960  0.00
Se: 1.312 1.853 0.097  0.44
C: -3.400 2.274 -2.354  0.00
C: 6.218 -0.923 1.948  -0.03
N: -1.032 2.207 -1.480  0.02
C: 4.728 -0.798 0.068  -0.02
H: -2.818 -4.266 0.441  0.00
H: -1.819 1.753 3.881  0.00
H: 1.948 -5.529 -0.029  0.00
H: -5.502 2.176 -2.655  0.00
H: 0.981 4.117 3.504  0.00
H: -0.331 0.779 2.119  0.00
O: -0.309 -1.226 0.117  0.00
H: 0.933 -1.296 -3.513  0.00
H: -1.410 4.153 3.529  0.00

Properties
- 2S+1: 2
- Energy: -179834.3989 eV
- Maximum force: 4.942 eV/A
- Molecular weight: 906.42 g mol⁻¹
- LUMO (alpha / beta): -9.46 / -10.37 eV
- Frontier orbital gap (alpha / beta): 4.14 / 3.24 eV
- HOMO level (alpha / beta): -13.60 / -13.60 eV
- Energy relative to the best compared isomer or geometry (same formula, charge and spin): 3.725 eV
- Net charge: +2

DFT (wB97M-V/def2-TZVPD) results for a molecular structure, C28H26N2O3PPtS.

Last column: natural (NBO) charge in e.
Cartesian coordinates (Å):
H: 2.173 -3.365 3.002  0.26
C: 2.435 0.624 -1.800  0.21
C: -2.759 -0.125 2.400  -0.14
N: 0.120 0.862 -2.474  -0.75
H: -5.422 1.052 -0.164  0.26
C: 0.447 -2.047 -1.299  -0.23
H: 2.420 -1.796 4.894  0.26
Pt: 0.074 1.603 -0.543  1.11
C: 4.191 0.021 -3.352  -0.12
H: -0.456 0.023 -2.571  0.44
C: 3.270 -0.033 -4.362  -0.17
C: -4.673 0.724 0.543  -0.22
C: -5.011 0.538 1.885  -0.10
H: -0.271 1.566 -3.105  0.44
H: -2.822 2.785 2.035  0.26
O: -0.690 4.897 0.196  -0.81
C: 0.933 -2.046 1.867  -0.08
H: -3.127 0.643 -0.920  0.22
P: -0.809 -0.424 0.523  1.63
C: 1.184 -0.275 4.016  -0.19
O: -1.649 2.723 -0.532  -0.92
C: -1.943 -3.185 -2.193  -0.19
C: 1.509 0.555 -2.848  0.05
H: -0.089 1.045 2.922  0.25
C: 0.291 -0.796 1.842  -0.55
C: 2.834 1.094 0.457  0.12
C: 1.906 0.236 -4.113  -0.14
H: -0.698 -4.378 -3.464  0.26
H: -4.334 -0.036 3.842  0.26
C: -2.418 0.047 1.046  -0.55
H: -6.027 0.722 2.210  0.26
C: 0.472 -3.033 -2.264  -0.14
H: 1.279 0.397 4.859  0.26
C: 1.825 -1.513 4.035  -0.10
H: 1.376 -1.625 -0.935  0.23
H: 1.193 0.196 -4.929  0.26
H: -2.031 -0.479 3.116  0.24
C: -1.986 -2.195 -1.225  -0.15
H: 1.417 -3.378 -2.662  0.24
S: -1.169 3.636 0.606  2.34
C: 1.694 -2.395 2.969  -0.21
H: 5.236 -0.178 -3.551  0.26
H: 4.855 0.946 1.147  0.27
H: -1.955 4.230 2.686  0.30
N: 1.983 0.979 -0.552  -0.48
H: -3.179 4.440 1.406  0.31
C: -0.723 -3.599 -2.713  -0.12
H: 5.734 0.278 -1.080  0.27
C: 3.794 0.358 -2.034  -0.11
H: -2.862 -3.644 -2.532  0.27
H: -2.936 -1.902 -0.801  0.25
O: -0.062 2.695 1.163  -0.91
H: 2.425 1.410 1.408  0.25
C: 0.417 0.089 2.929  -0.17
C: 4.198 0.835 0.297  -0.25
C: -3.383 0.485 0.120  -0.09
C: -4.060 0.117 2.807  -0.20
H: 0.810 -2.754 1.059  0.23
C: -2.420 3.771 1.811  -0.89
C: 4.677 0.470 -0.936  -0.02
H: 3.580 -0.275 -5.369  0.27
C: -0.788 -1.620 -0.772  -0.53

Properties
- 2S+1: 1
- Energy: -61925.5771 eV
- Maximum force: 0.195 eV/A
- Molecular weight: 696.65 g mol⁻¹
- LUMO: -11.53 eV
- Frontier orbital gap: 6.45 eV
- HOMO level: -17.97 eV
- Energy relative to the best compared isomer or geometry (same formula, charge and spin): 0.000 eV
- Net charge: +3

DFT (wB97M-V/def2-TZVPD) results for a single C28H26N8O2 molecule in a non-equilibrium geometry.

Last column: natural (NBO) charge in e.
Cartesian coordinates (Å):
C: -2.385 -3.926 -0.870  0.17
C: -3.073 -3.819 -2.107  -0.34
H: -1.336 0.782 5.091  0.21
C: -0.044 5.547 -0.043  -0.20
C: 4.619 2.271 -2.441  -0.07
H: 0.813 2.425 -1.019  0.23
N: 2.284 -1.188 0.582  -0.42
C: -0.355 5.279 1.280  -0.21
N: 1.190 0.818 0.805  -0.53
H: 3.300 0.028 -0.700  0.42
C: -2.560 -2.483 -4.255  -0.64
C: 0.164 2.954 0.944  -0.01
H: -3.137 -2.808 6.528  0.21
C: -1.056 -0.953 3.858  -0.01
C: 0.378 4.521 -0.874  -0.20
C: -2.554 -2.291 5.780  -0.20
N: 0.637 -1.023 2.189  -0.49
O: 2.695 1.705 -4.197  -0.61
C: -2.774 -4.730 0.316  -0.64
N: -1.303 -3.189 -0.885  -0.26
O: 3.706 1.188 -2.257  -0.53
H: 3.671 3.494 -0.938  0.22
H: -2.667 -1.401 -4.273  0.24
C: 1.781 -0.024 -2.870  -0.34
H: -2.898 -5.776 0.039  0.22
C: -0.255 3.991 1.773  -0.21
H: 0.620 4.726 -1.906  0.21
N: 2.648 -0.749 -0.691  -0.41
C: -2.292 -0.938 5.921  -0.21
H: -3.720 -4.372 0.720  0.22
N: -0.235 -1.116 -3.570  -0.52
H: 5.498 2.001 -1.852  0.19
H: 0.740 0.259 -4.724  0.22
C: -0.270 -0.279 2.817  0.25
C: 4.017 3.585 -1.965  -0.64
C: 0.755 -0.272 -3.781  0.17
H: -3.462 -2.944 -4.652  0.22
H: -1.714 -2.734 -4.891  0.24
H: -0.920 -2.832 2.866  0.24
C: -2.062 -2.979 4.682  -0.20
C: 1.707 -0.771 -1.666  0.48
H: -2.006 -4.645 1.079  0.23
C: -2.333 -2.962 -2.873  0.21
H: -0.127 6.554 -0.425  0.21
H: -0.483 3.796 2.810  0.21
H: -2.263 -4.034 4.573  0.21
H: -0.676 6.079 1.931  0.21
H: 2.116 -2.187 0.634  0.41
H: 3.174 3.855 -2.596  0.22
H: 4.885 2.335 -3.501  0.20
H: -3.984 -4.311 -2.381  0.22
C: -0.226 -1.739 -2.390  0.60
H: 4.764 4.371 -2.022  0.22
H: -2.667 -0.402 6.781  0.21
C: 2.752 1.030 -3.196  0.79
C: -1.551 -0.269 4.964  -0.21
C: 0.292 1.576 1.433  0.25
N: 0.694 -1.605 -1.454  -0.52
C: -0.482 1.055 2.466  -0.33
C: 0.486 3.235 -0.383  -0.20
N: -1.258 -2.595 -2.095  -0.22
C: 1.312 -0.440 1.211  0.57
H: -1.253 1.640 2.939  0.22
C: -1.312 -2.317 3.729  -0.20

Properties
- 2S+1: 1
- Energy: -45475.1812 eV
- Maximum force: 1.471 eV/A
- Molecular weight: 506.57 g mol⁻¹
- SMILES: CCOC(=O)c1cnc(-n2nc(C)cc2C)nc1NNc1nc(-c2ccccc2)cc(-c2ccccc2)n1
- LUMO: 0.14 eV
- Frontier orbital gap: 8.86 eV
- HOMO level: -8.71 eV
- Energy relative to the best compared isomer or geometry (same formula, charge and spin): 0.000 eV